# 1
Formula: C33H34N2O6PtTe
Source: the Open Molecules 2025 dataset
Level of theory: the ωB97M-V functional and the def2-TZVPD basis

The geometry in ORCA input format:
```
! wB97M-V def2-TZVPD RIJCOSX def2/J DEFGRID3
* xyz 0 5
Pt 1.70 -0.10 1.45
O 5.10 -0.99 3.97
C 4.14 -0.93 3.04
O 3.10 -0.24 3.26
C 4.30 -1.65 1.84
C 5.39 -2.49 1.50
C 5.35 -3.20 0.34
C 4.19 -3.14 -0.48
C 3.18 -2.30 -0.11
N 3.24 -1.52 0.98
C 1.86 -2.26 -0.83
O 1.65 -2.89 -1.84
O 0.95 -1.52 -0.22
H 4.79 -0.46 4.72
H 6.23 -2.55 2.18
H 6.17 -3.84 0.06
H 4.06 -3.74 -1.37
C -4.46 -2.29 0.50
C -3.39 -1.71 1.39
C -3.55 -0.45 1.96
C -2.57 0.10 2.79
C -2.81 1.41 3.50
C -1.39 -0.62 3.01
C -1.23 -1.90 2.48
C -0.03 -2.73 2.84
C -2.23 -2.43 1.67
C -0.30 0.03 3.82
O -0.29 -0.04 5.03
O 0.59 0.67 3.11
H -5.38 -1.71 0.56
H -4.68 -3.32 0.77
H -4.13 -2.29 -0.55
H -4.46 0.10 1.79
H -3.66 1.93 3.06
H -1.94 2.05 3.46
H -3.02 1.23 4.55
H 0.15 -2.70 3.92
H 0.88 -2.37 2.36
H -0.17 -3.77 2.54
H -2.12 -3.43 1.27
C 1.06 3.29 -1.12
C 0.82 2.59 0.22
C -0.51 3.00 0.85
C 1.96 2.97 1.16
N 0.85 1.12 -0.01
H 0.98 4.37 -0.99
H 0.35 2.97 -1.89
H 2.07 3.07 -1.48
H -0.50 4.06 1.08
H -0.64 2.44 1.77
H -1.36 2.79 0.20
H 2.11 4.05 1.13
H 2.90 2.50 0.84
H 1.75 2.68 2.19
Te -0.63 0.10 -0.91
C -2.06 1.41 -1.93
C -2.19 2.77 -2.16
C -3.25 3.25 -2.91
C -4.20 2.38 -3.44
C -4.08 1.02 -3.21
C -3.02 0.54 -2.45
C 0.26 -0.24 -2.79
C -0.23 -1.28 -3.57
C 0.32 -1.50 -4.83
C 1.35 -0.70 -5.28
C 1.85 0.32 -4.49
C 1.30 0.55 -3.23
H -1.48 3.48 -1.77
H -3.34 4.32 -3.09
H -5.02 2.76 -4.03
H -4.81 0.33 -3.60
H -2.95 -0.53 -2.26
H -1.01 -1.93 -3.21
H -0.05 -2.31 -5.44
H 1.79 -0.88 -6.26
H 2.66 0.94 -4.84
H 1.71 1.33 -2.60
*
```

As for the gap between HOMO and LUMO (alpha / beta): 5.9503 / 6.0227 eV. The strongest force on any atom comes out at 0.92 eV Å⁻¹. For the energy, the calculation gives -60573.7284 eV. The energy above the lowest of the compared OMol25 structures with the same formula, charge and spin comes out at 39.1 kcal per mole. The HOMO energy (alpha / beta) comes out at -5.891 / -8.404 eV.

***

# 2
Formula: C33H34N4O5
Source: the Open Molecules 2025 dataset
Level of theory: the ωB97M-V functional and the def2-TZVPD basis

The geometry in ORCA input format:
```
! wB97M-V def2-TZVPD RIJCOSX def2/J DEFGRID3
* xyz 0 1
C -2.16 -5.85 -3.67
C -1.95 -5.56 -2.19
O -2.31 -4.25 -1.87
C -1.96 -3.97 -0.57
C -2.44 -2.70 -0.04
C -2.12 -2.22 1.27
C -1.18 -2.87 2.08
C -0.93 -2.43 3.36
C -1.62 -1.35 3.87
C -2.52 -0.66 3.07
C -2.75 -1.08 1.79
C -3.23 -1.95 -0.84
N -3.86 -1.22 -1.52
O -1.30 -4.73 0.12
H -2.17 -6.92 -3.89
H -3.11 -5.42 -4.00
H -1.39 -5.38 -4.28
H -2.57 -6.21 -1.55
H -0.91 -5.71 -1.87
H -0.66 -3.72 1.69
H -0.22 -2.96 3.97
H -1.46 -1.04 4.89
H -3.05 0.18 3.47
H -3.44 -0.54 1.16
C 4.49 3.03 1.61
N 3.12 2.58 1.44
C 2.18 2.81 2.41
O 2.36 3.40 3.46
C 0.88 2.21 1.93
C -0.24 3.26 1.83
C -0.49 3.97 3.13
C -0.16 5.31 3.27
C -0.34 5.94 4.48
C -0.84 5.25 5.56
C -1.17 3.92 5.43
C -1.00 3.28 4.22
N 1.16 1.59 0.60
C 0.23 0.85 -0.07
C 0.43 0.30 -1.31
C -0.50 -0.45 -2.00
C -0.25 -1.05 -3.26
C -1.26 -1.76 -3.94
C -1.01 -2.32 -5.17
C 0.25 -2.21 -5.75
N 0.52 -2.81 -7.05
O 1.65 -2.64 -7.55
O -0.38 -3.47 -7.60
C 1.25 -1.52 -5.10
C 1.02 -0.96 -3.87
C 2.61 1.83 0.25
C 2.76 2.69 -1.00
C 3.36 0.50 0.14
H 4.57 3.58 2.54
H 5.16 2.18 1.64
H 4.78 3.69 0.79
H 0.59 1.41 2.62
H 0.04 3.98 1.06
H -1.16 2.78 1.49
H 0.25 5.85 2.44
H -0.08 6.98 4.59
H -0.96 5.74 6.52
H -1.56 3.37 6.27
H -1.25 2.24 4.12
H -0.71 0.69 0.43
H 1.38 0.48 -1.77
H -1.47 -0.58 -1.56
H -2.23 -1.85 -3.49
H -1.78 -2.84 -5.71
H 2.22 -1.43 -5.57
H 1.83 -0.44 -3.39
H 2.28 3.65 -0.84
H 3.81 2.88 -1.22
H 2.32 2.22 -1.88
H 3.27 -0.04 1.08
H 2.94 -0.13 -0.65
H 4.41 0.65 -0.07
*
```

As for the gap between HOMO and LUMO: 3.6780 eV. The strongest force on any atom comes out at 3.86 eV Å⁻¹. For the energy, the calculation gives -50966.3536 eV. The energy above the lowest of the compared OMol25 structures with the same formula, charge and spin comes out at 140.9 kcal per mole. The HOMO energy comes out at -6.415 eV.

***

# 3
Formula: C33H34N6PdSe
Source: the Open Molecules 2025 dataset
Level of theory: the ωB97M-V functional and the def2-TZVPD basis

The geometry in ORCA input format:
```
! wB97M-V def2-TZVPD RIJCOSX def2/J DEFGRID3
* xyz -2 1
Pd -0.98 -0.20 0.62
C 5.22 0.75 1.06
C 4.75 -0.71 0.96
N 3.66 -0.89 0.03
C 3.99 -1.00 -1.38
C 3.88 0.32 -2.15
C 2.35 -0.77 0.43
C 2.08 -0.55 1.89
N 1.33 -0.88 -0.32
H 5.86 0.88 1.94
H 4.36 1.40 1.15
H 5.79 1.04 0.18
H 4.42 -1.04 1.94
H 5.58 -1.35 0.65
H 3.32 -1.74 -1.84
H 5.00 -1.40 -1.46
H 2.89 0.74 -2.03
H 4.08 0.16 -3.21
H 4.60 1.04 -1.77
H 2.61 0.31 2.29
H 2.31 -1.44 2.47
H 1.00 -0.36 1.99
H 1.48 -1.04 -1.31
Se -2.08 0.74 4.92
N -1.23 -0.76 5.56
C -0.90 -1.51 4.50
C -0.19 -2.70 4.53
C 0.08 -3.34 3.31
C -0.34 -2.81 2.12
N -1.06 -1.65 2.05
C -1.29 -0.99 3.20
N -1.89 0.20 3.17
H 0.13 -3.14 5.47
H 0.64 -4.27 3.30
H -0.13 -3.31 1.18
C -2.66 2.98 -3.94
C -2.05 3.86 -3.06
C -1.35 3.41 -1.97
C -1.24 2.03 -1.69
C -1.84 1.15 -2.62
C -2.54 1.61 -3.70
N -0.68 1.54 -0.56
C 0.25 2.20 0.18
C 1.34 2.90 -0.38
C 2.30 3.48 0.42
C 2.21 3.41 1.81
C 1.13 2.75 2.38
C 0.18 2.15 1.59
H -3.20 3.34 -4.81
H -2.14 4.93 -3.24
H -0.90 4.12 -1.28
H -1.75 0.08 -2.42
H -3.00 0.90 -4.38
H 1.42 2.98 -1.46
H 3.15 3.99 -0.04
H 2.96 3.89 2.43
H 1.02 2.70 3.46
H -0.69 1.65 2.04
C -3.42 -3.95 -2.61
C -2.19 -3.76 -1.98
C -1.99 -2.67 -1.17
C -3.01 -1.72 -0.96
C -2.81 -0.59 -0.11
C -3.83 0.33 0.01
C -5.03 0.19 -0.70
C -5.24 -0.89 -1.52
C -4.25 -1.88 -1.65
C -4.43 -3.02 -2.46
H -3.59 -4.83 -3.23
H -1.40 -4.48 -2.14
H -1.04 -2.50 -0.67
H -3.71 1.19 0.66
H -5.80 0.95 -0.62
H -6.15 -0.99 -2.09
H -5.37 -3.13 -3.00
*
```

As for the gap between HOMO and LUMO: 3.0374 eV. The strongest force on any atom comes out at 1.66 eV Å⁻¹. For the energy, the calculation gives -112538.3815 eV. The energy above the lowest of the compared OMol25 structures with the same formula, charge and spin comes out at 15.4 kcal per mole. The HOMO energy comes out at 1.270 eV.

***

Question: Among the records above, which one has the highest energy above the lowest of the compared OMol25 structures with the same formula, charge and spin?
Answer: C33H34N4O5